Computed, not measured: C48H59IN4PPbSe as an isolated structure, with ωB97M-V/def2-TZVPD.

Lowest unoccupied orbital energy in eV: -3.44
ΔE to the lowest compared entry with this formula, charge and spin in kJ/mol: 0.0
Electronic energy in Eh: -5316.71424
Kohn-Sham gap in hartree: 0.231
E_HOMO in eV: -9.72
Charge: +1

Cartesian coordinates (Å):
Pb (-0.9992, -0.5116, -1.1803)
C (-0.9625, 2.3256, 1.9710)
C (-1.3628, 1.7734, 3.3348)
C (-0.3878, 2.2780, 4.4042)
C (-1.6044, 0.2722, 3.4538)
C (-2.4063, -0.1237, 4.5259)
C (-2.7277, -1.4460, 4.7522)
C (-2.2753, -2.4214, 3.8763)
C (-1.4806, -2.0871, 2.7901)
C (-0.9685, -3.1534, 1.8373)
C (0.4438, -3.6178, 2.2078)
C (-1.8930, -4.3643, 1.7455)
C (-1.1239, -0.7361, 2.6137)
N (-0.2650, -0.4445, 1.5141)
C (0.9728, -0.2665, 1.7002)
C (1.8806, 0.0249, 0.5146)
N (1.4358, -0.0071, -0.6776)
C (2.3858, 0.1535, -1.7450)
C (3.1044, -0.9708, -2.1609)
C (4.1052, -0.7802, -3.1073)
C (4.3551, 0.4711, -3.6397)
C (3.5794, 1.5529, -3.2593)
C (2.5761, 1.4188, -2.3067)
C (1.7321, 2.6103, -1.8912)
C (1.5527, 3.6103, -3.0318)
C (2.3146, 3.3154, -0.6624)
C (2.8245, -2.3657, -1.6312)
C (2.7223, -3.3730, -2.7792)
C (3.8813, -2.8226, -0.6220)
C (3.2310, 0.2419, 1.0562)
C (4.4493, 0.5552, 0.5065)
C (5.5641, 0.6701, 1.3682)
C (5.4713, 0.4581, 2.7219)
C (4.2287, 0.1223, 3.3138)
C (3.9816, -0.1590, 4.6808)
C (2.7227, -0.5038, 5.1058)
C (1.6215, -0.5758, 4.2203)
C (1.8312, -0.2864, 2.8969)
C (3.1330, 0.0413, 2.4537)
H (-1.1335, 3.4032, 1.9705)
H (-1.5454, 1.8901, 1.1561)
H (0.0955, 2.1736, 1.7488)
H (-2.3404, 2.2111, 3.5612)
H (0.6220, 1.9126, 4.2108)
H (-0.6797, 1.9530, 5.4029)
H (-0.3546, 3.3686, 4.3985)
H (-2.7906, 0.6404, 5.1920)
H (-3.3474, -1.7174, 5.5962)
H (-2.5527, -3.4536, 4.0398)
H (-0.9172, -2.7034, 0.8388)
H (0.4476, -4.0473, 3.2119)
H (1.1693, -2.8046, 2.1950)
H (0.7846, -4.3859, 1.5106)
H (-1.8624, -4.9598, 2.6595)
H (-1.5659, -5.0135, 0.9321)
H (-2.9293, -4.0737, 1.5634)
H (4.6898, -1.6271, -3.4429)
H (5.1340, 0.5990, -4.3793)
H (3.7514, 2.5136, -3.7231)
H (0.7376, 2.2290, -1.6235)
H (2.4780, 4.1521, -3.2347)
H (0.8089, 4.3604, -2.7605)
H (1.2432, 3.1188, -3.9554)
H (3.3332, 3.6513, -0.8687)
H (2.3522, 2.6618, 0.2091)
H (1.7209, 4.1942, -0.4033)
H (1.8574, -2.3499, -1.1178)
H (3.6945, -3.5484, -3.2414)
H (2.0489, -3.0198, -3.5633)
H (2.3729, -4.3380, -2.4052)
H (4.8760, -2.7875, -1.0713)
H (3.6906, -3.8508, -0.3092)
H (3.8980, -2.1936, 0.2688)
H (4.5762, 0.7102, -0.5562)
H (6.5232, 0.9235, 0.9371)
H (6.3538, 0.5412, 3.3441)
H (4.7978, -0.1103, 5.3907)
H (2.5605, -0.7265, 6.1517)
H (0.6450, -0.8484, 4.5967)
Se (0.8105, 0.4723, -5.9861)
C (0.2053, 0.1148, -4.3718)
N (-0.2126, -0.1239, -3.3005)
I (-0.8335, -3.9374, -2.2075)
C (-2.7929, -3.8548, -1.4486)
C (-3.5279, -5.0274, -1.3545)
C (-4.8002, -4.9426, -0.8166)
C (-5.2779, -3.7082, -0.3995)
C (-4.4609, -2.6032, -0.5508)
N (-3.2328, -2.6703, -1.0729)
H (-3.1136, -5.9683, -1.6859)
H (-5.4093, -5.8314, -0.7217)
H (-6.2641, -3.6021, 0.0291)
H (-4.7941, -1.6184, -0.2443)
C (-1.4903, 4.3667, -0.8342)
C (-2.7663, 3.5403, -0.9565)
P (-2.5000, 1.9733, -1.8643)
C (-2.1608, 2.4473, -3.6032)
C (-2.8254, 3.7164, -4.1325)
C (-4.1440, 1.1516, -1.8445)
C (-5.3410, 1.8906, -2.4356)
H (-1.6711, 5.2731, -0.2566)
H (-1.1232, 4.6693, -1.8142)
H (-0.6971, 3.8028, -0.3430)
H (-3.5473, 4.1147, -1.4598)
H (-3.1558, 3.2744, 0.0295)
H (-2.4294, 1.5758, -4.2068)
H (-1.0762, 2.5227, -3.6975)
H (-3.9105, 3.6862, -4.0556)
H (-2.5691, 3.8492, -5.1834)
H (-2.4799, 4.6028, -3.6004)
H (-4.3281, 0.9054, -0.7925)
H (-4.0050, 0.1930, -2.3571)
H (-5.4797, 2.8696, -1.9772)
H (-6.2558, 1.3197, -2.2748)
H (-5.2278, 2.0293, -3.5094)

Mulliken atomic charge list, values in e, 99 entries: Pb 1.288; C -1.576; C 0.453; C -1.543; C 0.436; C -0.814; C -1.423; C -0.523; C 0.444; C 2.766; C -1.235; C -2.218; C -0.709; N 1.630; C -0.946; C -0.499; N 1.080; C -0.644; C 0.971; C -0.495; C -1.644; C -0.751; C 0.864; C 3.054; C -1.905; C -1.329; C 1.757; C -1.947; C -1.380; C 0.714; C 0.330; C -1.258; C -0.968; C 1.368; C -1.043; C -1.072; C 0.328; C 0.574; C -1.355; H 0.719; H -0.106; H 0.139; H 0.809; H 0.256; H 0.404; H 0.455; H 0.550; H 0.402; H 0.402; H -1.356; H 0.308; H 0.049; H 0.459; H 0.563; H 0.413; H 0.419; H 0.365; H 0.401; H 0.365; H -1.607; H 0.643; H 0.198; H 0.324; H 0.329; H 0.086; H 0.492; H -0.764; H 0.391; H 0.351; H 0.502; H 0.326; H 0.480; H 0.169; H 0.508; H 0.510; H 0.442; H 0.441; H 0.487; H 0.611; Se -0.131; C 0.149; N -1.012; I 0.174; C -0.002; C -0.525; C -0.393; C -0.776; C -0.255; N 0.302; H 0.464; H 0.410; H 0.465; H 0.323; C -0.628; C -1.048; P 0.391; C 0.151; C -1.469; C -0.326


Computed, not measured: a 7-piece molecular cluster, C48H60ClF5N9O3S overall, with ωB97M-V/def2-TZVPD.

Lowest unoccupied orbital energy in eV: -3.63
ΔE to the lowest compared entry with this formula, charge and spin in kJ/mol: 0.0
Electronic energy in Eh: -3940.85907
Kohn-Sham gap in hartree: 0.221
E_HOMO in eV: -9.63
Charge: +1

Cartesian coordinates (Å):
C (5.1259, -1.1145, -1.9594)
C (4.0183, -0.3061, -1.2576)
C (2.6727, -0.8604, -1.7021)
N (1.4845, -0.2694, -1.0771)
C (1.3151, -0.4298, 0.3706)
C (1.7723, -1.7733, 0.9287)
C (0.9364, -2.9786, 0.5192)
C (0.5883, -3.8820, 1.5305)
C (-0.1845, -5.0057, 1.2804)
C (-0.6556, -5.2696, -0.0006)
C (-0.3054, -4.3922, -1.0228)
C (0.4818, -3.2732, -0.7687)
C (1.9668, 0.8375, 1.0410)
S (2.8451, 0.6664, 2.6518)
O (3.0920, 2.0187, 3.0748)
O (2.0775, -0.0631, 3.6185)
C (4.5718, -0.0205, 2.5194)
F (4.9744, 0.0661, 3.7775)
F (4.6159, -1.3098, 2.1855)
C (5.5940, 0.8091, 1.6357)
F (5.0322, 1.7827, 0.9397)
F (6.2356, -0.0085, 0.8216)
F (6.4927, 1.3560, 2.4335)
O (1.0515, 1.8510, 1.3539)
C (0.2450, 2.1169, 0.2174)
C (-0.7936, 0.9919, 0.1156)
C (-1.2919, 0.9690, -1.3392)
N (-2.0418, -0.2414, -1.6915)
C (-1.6387, -0.8110, -2.9973)
C (-1.9904, 1.3937, 1.0164)
C (-3.2413, 0.7913, 0.8702)
C (-4.3300, 1.1695, 1.6515)
C (-4.2066, 2.1620, 2.6138)
C (-2.9554, 2.7422, 2.7957)
C (-1.8684, 2.3642, 2.0120)
N (-0.1946, -0.3264, 0.5639)
Cl (-0.6141, -0.7141, 2.2214)
H (5.3133, -0.6779, -2.9369)
H (6.0439, -1.1322, -1.3838)
H (4.8143, -2.1424, -2.1375)
H (4.1237, -0.4865, -0.1896)
H (4.1591, 0.7342, -1.5357)
H (2.7321, -1.9488, -1.6321)
H (2.5870, -0.6615, -2.7709)
H (0.6867, -0.6876, -1.5394)
H (1.7753, -1.7793, 2.0134)
H (2.8074, -1.9816, 0.6630)
H (0.9221, -3.7170, 2.5463)
H (-0.4298, -5.6962, 2.0725)
H (-1.2716, -6.1299, -0.2027)
H (-0.6588, -4.5861, -2.0247)
H (0.7353, -2.6520, -1.6143)
H (2.6439, 1.2867, 0.3125)
H (-0.2344, 3.0838, 0.2484)
H (0.8711, 2.0875, -0.6774)
H (-1.8993, 1.8616, -1.4766)
H (-0.4659, 1.0745, -2.0420)
H (-3.0185, -0.0008, -1.7829)
H (-2.2805, -1.6661, -3.1813)
H (-0.6093, -1.1498, -2.9230)
H (-1.7881, -0.0958, -3.8062)
H (-3.4152, 0.0013, 0.1592)
H (-5.2911, 0.7015, 1.4984)
H (-5.0096, 2.4961, 3.2517)
H (-2.8302, 3.5029, 3.5512)
H (-0.9313, 2.8542, 2.2266)
H (-0.6803, -1.0654, 0.0241)
N (4.9568, 4.7375, 2.0927)
C (4.2381, 5.8967, 2.1993)
C (4.9818, 6.9068, 1.6501)
C (6.1986, 6.3347, 1.1911)
C (6.1519, 4.9967, 1.4769)
H (4.6570, 3.8332, 2.4116)
H (3.2638, 5.9028, 2.6572)
H (4.6882, 7.9410, 1.5857)
H (7.0134, 6.8473, 0.7083)
H (6.8647, 4.2098, 1.2966)
N (-3.6376, -2.9032, -5.6478)
C (-3.6208, -1.5947, -6.0574)
C (-3.3210, -1.5760, -7.3922)
C (-3.1527, -2.9247, -7.8073)
C (-3.3561, -3.7177, -6.7101)
H (-3.8290, -3.2187, -4.7157)
H (-3.8257, -0.7933, -5.3683)
H (-3.2352, -0.6955, -8.0060)
H (-2.9146, -3.2689, -8.8003)
H (-3.3283, -4.7878, -6.5922)
N (-5.7585, 4.4605, 5.3251)
C (-6.2924, 3.3324, 5.8996)
C (-5.8198, 3.2480, 7.1807)
C (-4.9707, 4.3679, 7.3919)
C (-4.9551, 5.0967, 6.2329)
H (-5.9309, 4.7720, 4.3860)
H (-6.9580, 2.6908, 5.3466)
H (-6.0565, 2.4723, 7.8890)
H (-4.4349, 4.6108, 8.2937)
H (-4.4443, 6.0091, 5.9773)
N (10.2842, -0.7577, 1.6742)
C (11.3468, -1.2560, 2.3777)
C (11.0254, -1.2189, 3.7074)
C (9.7150, -0.6792, 3.8116)
C (9.2837, -0.4064, 2.5410)
H (10.2467, -0.6630, 0.6769)
H (12.2367, -1.5916, 1.8738)
H (11.6581, -1.5419, 4.5165)
H (9.1549, -0.5112, 4.7164)
H (8.3615, 0.0030, 2.1831)
N (-9.1229, 3.9656, 4.2130)
C (-10.3161, 4.6007, 4.0085)
C (-10.8986, 4.0559, 2.8955)
C (-10.0235, 3.0478, 2.4098)
C (-8.9386, 3.0146, 3.2448)
H (-8.4800, 4.1652, 4.9585)
H (-10.6472, 5.3828, 4.6697)
H (-11.8472, 4.3455, 2.4763)
H (-10.1753, 2.4191, 1.5485)
H (-8.0557, 2.3968, 3.2328)
N (-1.7885, -6.3663, -8.7760)
C (-2.4581, -7.3917, -8.1633)
C (-2.2680, -8.5231, -8.9095)
C (-1.4483, -8.1679, -10.0146)
C (-1.1682, -6.8329, -9.9031)
H (-1.7571, -5.4177, -8.4495)
H (-3.0111, -7.2299, -7.2536)
H (-2.6706, -9.4974, -8.6893)
H (-1.1047, -8.8191, -10.8004)
H (-0.5844, -6.1775, -10.5261)

Mulliken atomic charge list, values in e, 99 entries: C -1.568; C 0.843; C -0.993; N 0.506; C 0.295; C -1.211; C 0.183; C -0.588; C -0.964; C -0.541; C -1.328; C 0.501; C -0.842; S 1.203; O -0.738; O -0.639; C 0.711; F -0.269; F -0.241; C 0.751; F -0.135; F -0.234; F -0.292; O -0.304; C -2.606; C 4.013; C -2.053; N -0.170; C -0.818; C -0.959; C -0.314; C -1.413; C -0.130; C -1.465; C 0.113; N -0.093; Cl 0.124; H 0.402; H 0.342; H 0.392; H -0.583; H 0.500; H 0.333; H 0.545; H -0.709; H 1.064; H 0.642; H 0.498; H 0.421; H 0.434; H 0.492; H 0.251; H 0.646; H 0.705; H 0.657; H 0.463; H 0.628; H 0.416; H 0.207; H 0.080; H 0.411; H 0.479; H 0.415; H 0.414; H 0.505; H 0.620; H 1.036; N 0.074; C -0.426; C -0.524; C -0.650; C -0.371; H 0.237; H 0.408; H 0.392; H 0.411; H 0.421; N -0.017; C -0.468; C -0.771; C -0.206; C -0.348; H 0.218; H 0.474; H 0.427; H 0.463; H 0.253; N 0.151; C -0.454; C -0.784; C -0.490; C -0.634; H 0.272; H 0.529; H 0.446; H 0.428; H 0.469; N 0.021; C -0.465